# 1
{
  "formula": "C18H16BrNO4",
  "method": "wB97M-V/def2-TZVPD",
  "symbols": ["O", "C", "O", "H", "C", "N", "C", "O", "C", "H", "O", "C", "C", "C", "C", "C", "C", "H", "H", "Br", "H", "H", "H", "C", "C", "C", "C", "C", "C", "C", "C", "H", "H", "H", "H", "H", "H", "H", "H", "H"],
  "coordinates": [[-5.606, -1.369, -1.232], [-5.036, -1.400, -0.178], [-5.222, -2.355, 0.742], [-5.718, -3.091, 0.351], [-4.206, -0.247, 0.395], [-2.860, -0.681, 0.734], [-2.313, -1.655, -0.010], [-2.987, -2.353, -0.746], [-0.810, -1.897, 0.132], [-0.548, -2.703, -0.564], [-0.141, -0.699, -0.197], [1.217, -0.660, -0.151], [1.788, 0.585, -0.428], [3.156, 0.746, -0.402], [3.962, -0.341, -0.098], [3.413, -1.578, 0.178], [2.037, -1.741, 0.153], [1.624, -2.713, 0.368], [4.050, -2.416, 0.412], [5.854, -0.123, -0.056], [3.597, 1.707, -0.617], [1.133, 1.409, -0.659], [-0.578, -2.218, 1.158], [-2.165, 0.307, 1.523], [-2.103, 1.620, 0.780], [-1.112, 2.544, 1.082], [-1.046, 3.750, 0.410], [-1.978, 4.038, -0.574], [-2.964, 3.120, -0.878], [-3.042, 1.904, -0.208], [-4.111, 0.917, -0.592], [-3.884, 0.504, -1.580], [-5.080, 1.415, -0.669], [-3.689, 3.341, -1.648], [-1.932, 4.977, -1.105], [-0.270, 4.461, 0.651], [-0.386, 2.309, 1.847], [-2.721, 0.440, 2.462], [-1.162, -0.029, 1.776], [-4.696, 0.063, 1.327]],
  "atomic_forces_ev_per_a": [[-0.1, 0.1, 0.0], [-0.5, 0.3, 0.0], [0.0, -0.3, 0.5], [0.0, 0.2, -0.1], [-0.2, -0.1, -0.4], [-0.5, 0.2, 0.4], [0.7, -0.4, -0.1], [0.4, -0.1, -0.2], [0.0, -0.3, 0.0], [-0.1, 0.1, 0.1], [-0.1, 0.1, -0.1], [0.4, 0.1, 0.1], [-0.2, -0.2, 0.0], [0.1, -0.1, 0.0], [0.3, -0.1, 0.0], [0.2, 0.2, 0.0], [-0.4, 0.0, 0.0], [-0.1, -0.1, 0.0], [0.0, 0.0, 0.0], [-0.2, 0.0, 0.0], [0.0, 0.1, 0.0], [-0.1, 0.1, 0.0], [0.0, 0.0, -0.1], [0.2, 0.2, 0.2], [0.0, 0.0, 0.0], [-0.1, 0.0, 0.0], [0.1, 0.0, 0.1], [0.0, 0.1, -0.1], [0.0, 0.0, 0.1], [0.1, 0.1, 0.1], [-0.1, -0.3, 0.0], [-0.1, 0.0, 0.0], [0.0, 0.0, 0.0], [-0.1, 0.0, -0.1], [0.0, 0.1, 0.0], [0.1, 0.1, 0.0], [0.1, 0.0, 0.1], [0.1, -0.1, -0.1], [-0.1, 0.0, 0.0], [0.1, 0.0, -0.1]],
  "mulliken_charge": [-0.603, 0.240, -0.451, 0.360, -0.331, 0.180, 0.836, -0.649, -1.081, 0.543, -0.174, 0.356, -0.280, -0.540, 0.028, -0.660, -0.237, 0.401, 0.401, -0.206, 0.423, 0.453, 0.435, -1.749, 1.435, -0.661, -0.693, -0.643, -0.746, 0.407, -0.913, 0.353, 0.610, 0.481, 0.406, 0.423, 0.451, 0.415, 0.431, 0.546],
  "de_lowest_kj_mol": 0.00,
  "lumo_energy_ev": 0.59,
  "e_tot_ha": -3625.28436,
  "homo_lumo_gap_ha": 0.3436
}

=====

# 2
{
  "formula": "C18H16ClMgNO3S3",
  "method": "wB97M-V/def2-TZVPD",
  "symbols": ["Mg", "S", "C", "N", "C", "C", "C", "C", "C", "C", "S", "H", "H", "H", "H", "Cl", "C", "C", "C", "C", "C", "C", "C", "O", "O", "H", "H", "H", "H", "O", "S", "C", "C", "C", "C", "H", "H", "H", "H", "H", "H", "H", "H"],
  "coordinates": [[1.814, -0.751, -0.834], [3.636, -2.251, -1.350], [2.170, -3.085, -1.491], [1.014, -2.453, -1.590], [-0.064, -3.321, -1.623], [-1.410, -2.972, -1.708], [-2.365, -3.972, -1.704], [-2.001, -5.315, -1.630], [-0.667, -5.680, -1.569], [0.290, -4.678, -1.572], [2.028, -4.823, -1.471], [-1.692, -1.931, -1.774], [-3.412, -3.704, -1.758], [-2.768, -6.079, -1.613], [-0.374, -6.720, -1.513], [-4.139, 3.175, 0.710], [-2.850, 2.051, 0.993], [-2.162, 1.519, -0.084], [-1.121, 0.634, 0.150], [-0.765, 0.265, 1.443], [-1.490, 0.796, 2.506], [-2.523, 1.693, 2.291], [0.402, -0.667, 1.789], [0.488, -1.039, 2.945], [1.313, -0.875, 0.891], [-2.445, 1.787, -1.094], [-0.606, 0.215, -0.695], [-1.221, 0.489, 3.508], [-3.075, 2.112, 3.122], [2.045, 1.111, -1.101], [2.829, 2.203, -0.401], [2.160, 2.340, 1.296], [1.540, 3.723, 1.443], [0.914, 4.038, 0.088], [2.000, 3.746, -0.936], [2.958, 2.133, 2.007], [1.416, 1.552, 1.361], [2.305, 4.465, 1.686], [0.800, 3.729, 2.243], [0.574, 5.071, 0.024], [0.056, 3.382, -0.084], [2.769, 4.519, -0.959], [1.630, 3.567, -1.944]],
  "atomic_forces_ev_per_a": [[0.5, -0.2, -0.6], [0.7, 0.1, -0.1], [-0.3, -0.5, -0.2], [-0.3, -0.3, -0.3], [-0.1, -0.3, -0.1], [0.1, 0.0, 0.0], [0.0, 0.1, 0.0], [0.0, -0.1, 0.0], [0.0, 0.0, 0.0], [0.1, 0.2, 0.1], [-0.1, 0.1, 0.0], [0.0, 0.1, 0.0], [0.0, 0.0, 0.0], [0.0, 0.0, 0.0], [0.0, 0.0, 0.0], [-0.1, 0.1, 0.0], [0.1, -0.1, 0.0], [0.0, 0.0, -0.1], [0.0, -0.1, 0.3], [0.0, -0.2, -0.1], [0.0, 0.0, 0.0], [0.0, 0.0, 0.0], [0.7, 0.3, 0.4], [-0.2, -0.2, -0.1], [-1.3, 0.2, 1.3], [0.0, 0.0, 0.0], [0.2, -0.1, -0.2], [0.0, 0.0, 0.0], [0.0, 0.0, 0.0], [-0.1, 0.5, -0.4], [-0.1, 0.6, 0.1], [0.2, 0.1, 0.0], [-0.1, 0.1, -0.1], [0.0, 0.0, 0.1], [0.1, -0.2, 0.1], [0.0, -0.1, -0.1], [0.0, -0.1, 0.0], [0.0, 0.0, 0.0], [0.0, 0.0, 0.0], [0.0, 0.0, 0.0], [0.0, 0.0, 0.0], [0.0, 0.0, 0.0], [0.1, -0.1, 0.0]],
  "mulliken_charge": [0.905, -0.544, 0.592, -0.309, -0.175, -0.323, -0.724, -0.432, -0.545, 0.864, -0.246, 0.352, 0.379, 0.376, 0.374, -0.223, 0.519, -1.145, 0.513, -0.023, -0.508, -0.721, 0.576, -0.688, -0.761, 0.425, 0.298, 0.510, 0.443, -0.346, 0.239, 0.318, -0.843, -0.102, -0.781, 0.529, -0.625, 0.322, 0.377, 0.396, -0.081, 0.431, 0.407],
  "de_lowest_kj_mol": 30.73,
  "lumo_energy_ev": 0.10,
  "e_tot_ha": -2831.00972,
  "homo_lumo_gap_ha": 0.2923
}

=====

# 3
{
  "formula": "C18H16ClN3O3S",
  "method": "wB97M-V/def2-TZVPD",
  "symbols": ["C", "N", "S", "O", "O", "C", "C", "C", "C", "C", "C", "C", "C", "N", "C", "H", "H", "H", "H", "H", "H", "C", "H", "H", "C", "O", "N", "C", "C", "C", "C", "C", "C", "H", "H", "Cl", "H", "H", "H", "H", "H", "H"],
  "coordinates": [[-4.229, -0.498, -0.705], [-3.140, -0.468, 0.255], [-2.223, 0.993, 0.501], [-3.108, 1.997, 0.101], [-1.917, 0.617, 1.740], [-1.017, 0.696, -0.534], [-1.100, -0.112, -1.547], [0.089, -0.069, -2.675], [1.211, 0.605, -2.349], [1.373, 1.359, -1.125], [2.425, 2.339, -0.741], [2.349, 3.028, 0.253], [1.288, 2.804, 0.995], [0.210, 2.402, 0.855], [0.185, 1.506, -0.394], [1.131, 3.581, 2.113], [3.349, 3.347, 0.711], [3.332, 2.012, -1.295], [2.240, 0.599, -2.950], [0.020, -0.669, -3.311], [-1.949, -0.537, -2.053], [-3.022, -1.594, 1.075], [-3.601, -2.364, 0.678], [-3.018, -1.492, 2.176], [-1.486, -1.907, 0.250], [-1.186, -2.789, -0.459], [-0.528, -1.652, 1.250], [0.865, -1.184, 0.962], [1.399, -2.072, 0.087], [2.855, -1.847, -0.195], [3.529, -0.791, 0.465], [2.859, -0.259, 1.430], [1.580, -0.417, 1.812], [1.020, -0.051, 2.559], [3.413, 0.393, 2.172], [5.226, -0.384, 0.222], [3.350, -2.325, -1.236], [0.927, -2.714, -0.366], [-0.910, -0.735, 1.934], [-4.485, 0.643, -1.080], [-5.167, -0.883, -0.224], [-4.140, -1.110, -1.357]],
  "atomic_forces_ev_per_a": [[-3.2, 9.7, 8.0], [-2.9, 4.2, -2.5], [-8.1, -3.8, -5.2], [0.0, 2.6, -0.3], [3.6, 0.6, 10.4], [4.9, 3.1, -1.1], [2.9, -0.5, -7.6], [-1.0, 8.4, 13.8], [3.7, 0.3, -0.5], [-3.3, 2.0, 0.0], [1.3, -9.4, -10.7], [6.4, 4.7, 6.1], [3.1, 9.4, 10.4], [-9.7, -7.8, -5.7], [0.5, 0.7, 2.8], [1.6, -2.0, -2.7], [-1.9, 0.4, -0.6], [-0.2, 1.3, 0.3], [-2.6, -0.3, 0.7], [-1.2, -8.8, -10.1], [-0.4, -0.5, 1.0], [4.8, -0.7, -2.0], [-1.2, -1.2, -0.2], [0.1, 0.0, -0.7], [-0.7, -2.7, 8.7], [-1.0, -1.5, -4.8], [0.5, 7.8, 3.7], [-4.1, -4.9, 0.0], [10.9, 7.5, 2.3], [-1.1, -0.6, -3.5], [1.3, -4.0, -4.1], [1.0, 5.3, 7.1], [-0.3, -1.4, -3.1], [-0.9, 2.0, 3.0], [-0.2, -0.5, -1.1], [-0.7, -0.2, -0.2], [-1.3, 1.0, 3.3], [-4.7, -6.5, -4.5], [1.1, -3.9, -2.4], [0.7, -3.2, 0.7], [0.5, 0.7, 0.2], [1.9, -7.2, -8.8]],
  "mulliken_charge": [-1.354, 0.201, 1.338, -0.789, -0.609, 0.247, 0.217, -1.679, -0.194, 0.590, -0.653, -0.565, -0.183, -0.151, 0.120, 0.138, 0.302, 0.385, 0.169, 0.842, 0.494, -1.005, 0.573, 0.225, 0.360, -0.490, -0.145, 0.924, -1.468, -0.250, -0.022, -0.226, -1.208, 0.706, 0.323, -0.219, 0.210, 1.128, 0.413, 0.167, 0.379, 0.758],
  "de_lowest_kj_mol": 1611.32,
  "lumo_energy_ev": -0.32,
  "e_tot_ha": -1943.31558,
  "homo_lumo_gap_ha": 0.2824
}

=====

# 4
{
  "formula": "C18H16F3N5O4PmS",
  "method": "wB97M-V/def2-TZVPD",
  "symbols": ["Pm", "C", "C", "N", "C", "S", "N", "N", "C", "C", "C", "C", "C", "C", "C", "N", "H", "H", "H", "H", "H", "H", "H", "H", "H", "H", "H", "H", "H", "O", "C", "O", "C", "C", "C", "C", "C", "N", "C", "O", "O", "H", "H", "H", "F", "C", "F", "F"],
  "coordinates": [[0.845, 0.581, 0.237], [-4.339, -1.079, 4.896], [-3.726, -0.580, 3.596], [-2.287, -0.747, 3.624], [-1.502, -0.703, 2.512], [0.187, -0.655, 2.766], [-2.153, -0.773, 1.361], [-1.506, -0.447, 0.233], [-1.999, -0.953, -0.854], [-3.107, -1.963, -0.800], [-1.488, -0.454, -2.129], [-2.100, -0.766, -3.346], [-1.606, -0.221, -4.516], [-0.517, 0.632, -4.457], [0.035, 0.894, -3.214], [-0.423, 0.369, -2.084], [-5.420, -0.933, 4.882], [-3.931, -0.532, 5.749], [-4.133, -2.140, 5.034], [-3.997, 0.472, 3.436], [-4.103, -1.140, 2.743], [-1.801, -0.569, 4.485], [-2.963, -2.585, 0.081], [-3.117, -2.597, -1.683], [-4.073, -1.462, -0.698], [-2.958, -1.419, -3.378], [-2.075, -0.456, -5.464], [-0.105, 1.086, -5.346], [0.876, 1.570, -3.122], [3.335, -2.902, -0.666], [2.787, -1.819, -0.527], [1.587, -1.566, -0.162], [3.598, -0.538, -0.793], [4.968, -0.429, -0.640], [5.543, 0.828, -0.772], [4.748, 1.929, -1.058], [3.388, 1.732, -1.212], [2.844, 0.518, -1.101], [2.354, 2.849, -1.430], [2.683, 3.831, -2.082], [1.221, 2.583, -0.904], [5.544, -1.311, -0.394], [6.609, 0.957, -0.629], [5.159, 2.926, -1.133], [1.882, 1.987, 3.475], [2.018, 2.464, 2.213], [2.605, 1.244, 1.550], [0.614, 2.289, 1.722]],
  "atomic_forces_ev_per_a": [[-1.5, -1.1, -0.9], [0.1, 0.0, -0.1], [0.0, 0.0, 0.1], [-0.2, -0.1, 0.0], [0.2, 0.1, -0.3], [-0.1, -0.1, 0.2], [-0.7, 0.0, 0.4], [0.2, -0.3, -0.3], [-0.2, -0.1, 0.5], [0.1, 0.1, 0.0], [0.2, 0.2, -0.4], [0.0, 0.0, 0.1], [0.1, 0.1, 0.0], [-0.1, -0.1, -0.1], [0.1, 0.1, 0.0], [-0.1, -0.1, 0.0], [0.0, 0.0, 0.0], [0.0, 0.0, 0.0], [0.0, 0.0, 0.0], [0.0, 0.0, -0.1], [-0.1, 0.0, 0.0], [0.1, 0.0, 0.0], [-0.1, 0.0, 0.0], [0.0, 0.0, 0.0], [0.0, -0.1, 0.0], [0.0, 0.0, 0.0], [0.0, 0.0, 0.0], [0.0, 0.0, 0.0], [0.0, 0.0, 0.1], [0.0, 0.1, 0.0], [0.4, 0.0, -0.1], [0.2, -0.2, -0.2], [-0.1, -0.2, -0.2], [0.0, 0.0, -0.1], [-0.1, 0.0, 0.0], [0.1, 0.0, -0.1], [-0.2, 0.1, -0.2], [0.6, 0.2, 0.1], [0.4, 0.1, -0.1], [0.0, 0.0, 0.1], [0.1, 0.1, -0.3], [0.0, 0.0, 0.0], [0.0, 0.0, 0.0], [-0.1, 0.0, 0.0], [0.0, 0.1, -0.3], [0.5, 1.0, 1.0], [0.4, -0.2, 0.4], [-0.2, 0.5, 0.7]],
  "mulliken_charge": [1.098, -1.263, -0.125, -0.122, 0.416, -0.496, -1.042, 0.330, 0.588, -1.566, 0.556, -0.816, -0.320, -0.995, 0.142, 0.083, 0.375, 0.328, 0.319, 0.192, 0.234, 0.251, 0.392, 0.487, 0.247, 0.272, 0.410, 0.431, 0.273, -0.741, 0.264, -0.500, 0.621, -0.613, -0.298, -0.763, 0.959, -0.102, 0.212, -0.736, -0.558, 0.488, 0.403, 0.479, -0.156, -0.366, -0.086, -0.186],
  "de_lowest_kj_mol": 44.11,
  "lumo_energy_ev": [2.13, 2.13],
  "e_tot_ha": -2576.64651,
  "total_charge": -1,
  "multiplicity": 5,
  "s_squared": 6.00,
  "homo_lumo_gap_ha": [0.2610, 0.2612]
}